Computed, not measured: C22H22Al2BBeClCsF7NO13S as an isolated structure in a non-equilibrium geometry, with the ωB97M-V functional and the def2-TZVPD basis.

Results
Lowest unoccupied orbital energy (eV): -8.118
Highest occupied orbital energy (eV): -9.5

```
! RIJCOSX wB97M-V def2-TZVPD def2/J DEFGRID3
* xyz 1 1
O 3.854 1.370 -0.862
C 2.755 1.049 -1.282
C 2.531 0.267 -2.620
C 1.394 0.502 -3.282
C 1.096 -0.341 -4.624
C -0.032 -1.447 -4.242
C 0.111 -2.823 -4.956
C 0.738 -3.842 -3.982
O 0.859 -5.102 -4.703
C 0.309 1.546 -2.756
O -0.425 2.203 -3.476
C 0.251 1.659 -1.117
C -1.046 1.995 -0.307
C -0.984 2.080 1.165
C 0.291 1.812 1.767
C 1.529 1.463 1.027
C 1.508 1.401 -0.412
H 3.241 -0.449 -3.031
H 2.020 -0.833 -4.971
H 0.727 0.371 -5.380
H 0.113 -1.612 -3.124
H -1.019 -0.931 -4.407
H -0.908 -3.199 -5.154
H 0.692 -2.698 -5.879
H 0.116 -4.014 -3.088
H 1.749 -3.550 -3.637
H 1.714 -5.523 -4.519
H -2.071 2.195 -0.832
H -1.853 2.314 1.801
H 0.396 1.866 2.868
H 2.483 1.286 1.533
N 2.347 4.843 1.908
H 1.627 5.402 2.403
H 1.993 3.894 1.769
H 2.561 5.269 1.008
H 3.193 4.811 2.488
Cl 5.436 0.280 -1.881
O 2.498 4.657 5.566
S 1.157 4.376 5.018
O 0.695 5.518 4.259
O 0.165 4.095 6.139
O 1.235 3.179 4.170
Cs -1.786 -0.222 -1.231
Be 0.308 2.734 7.313
F -4.247 2.905 3.554
Al -3.761 1.951 4.883
F -3.973 0.289 4.488
F -4.678 2.347 6.270
F -2.065 2.246 5.210
B -7.503 5.007 -0.340
O -6.071 5.430 -0.474
C -5.319 4.494 0.039
O -4.111 4.516 0.086
C -6.208 3.368 0.556
O -5.806 2.365 1.077
O -7.462 3.672 0.332
F -8.086 4.893 -1.602
F -8.203 5.919 0.438
Al 3.467 -6.138 -4.567
C 1.936 -8.150 -0.379
C 1.318 -6.973 -0.308
C 1.568 -6.040 0.820
O 1.002 -4.968 0.881
C 2.531 -6.467 1.862
C 3.150 -7.644 1.791
C 2.903 -8.578 0.665
O 3.464 -9.646 0.595
H 1.766 -8.846 -1.192
H 0.610 -6.644 -1.059
H 2.699 -5.773 2.675
H 3.856 -7.973 2.543
F 3.701 6.340 4.652
*
```

Computed, not measured: C22H22AuBN4O2S3 as an isolated structure, with the ωB97M-V functional and the def2-TZVPD basis.

Results
Lowest unoccupied orbital energy (spin up / spin down) (eV): -2.277 / -2.360
Highest occupied orbital energy (spin up / spin down) (eV): -8.0 / -8.0
Relative energy (zero: lowest compared OMol25 entry of this formula, charge and spin) (kcal/mol): 53.46

```
! RIJCOSX wB97M-V def2-TZVPD def2/J DEFGRID3
* xyz 0 1
Au 2.938 0.453 -0.428
S 2.899 0.481 2.121
C 2.041 1.949 2.273
C 1.153 2.082 3.372
C 0.408 3.211 3.568
C -0.464 3.300 4.714
N -1.153 3.359 5.631
C 0.483 4.279 2.631
C 1.312 4.169 1.551
C 2.136 3.029 1.344
S 3.140 3.021 -0.025
C -0.323 5.464 2.795
N -0.961 6.413 2.908
H 1.071 1.262 4.072
H 1.356 4.972 0.828
C 4.756 -0.849 -3.514
N 5.113 -1.744 -2.434
C 4.805 -3.171 -2.517
C 5.228 -3.697 -1.138
N 5.371 -2.454 -0.389
C 5.326 -1.362 -1.164
S 5.517 0.228 -0.585
H 5.201 -1.204 -4.442
H 5.136 0.144 -3.288
H 3.670 -0.796 -3.634
H 5.356 -3.636 -3.332
H 3.736 -3.314 -2.698
H 6.170 -4.244 -1.178
H 4.471 -4.338 -0.695
H 5.639 -2.389 0.577
C -4.843 -2.222 0.862
C -4.848 -1.205 -0.288
C -4.954 -1.951 -1.626
C -6.086 -0.319 -0.140
C -3.549 -0.396 -0.256
C -3.533 0.987 -0.076
C -2.350 1.732 -0.052
C -1.181 1.038 -0.215
O 0.119 1.504 -0.237
B 0.907 0.374 -0.421
O 0.128 -0.769 -0.526
C -1.178 -0.331 -0.392
C -2.330 -1.072 -0.415
H -5.769 -2.804 0.856
H -4.765 -1.712 1.825
H -4.006 -2.918 0.780
H -5.884 -2.523 -1.667
H -4.124 -2.646 -1.769
H -4.948 -1.244 -2.459
H -6.980 -0.945 -0.176
H -6.158 0.411 -0.949
H -6.091 0.214 0.813
H -4.464 1.520 0.054
H -2.359 2.805 0.094
H -2.281 -2.147 -0.543
*
```

Computed, not measured: C22H22Br12F6O18 as an isolated structure in a non-equilibrium geometry, with the ωB97M-V functional and the def2-TZVPD basis.

Results
Lowest unoccupied orbital energy (eV): -0.415
Highest occupied orbital energy (eV): -10.2
Relative energy (zero: lowest compared OMol25 entry of this formula, charge and spin) (kcal/mol): 2.88

```
! RIJCOSX wB97M-V def2-TZVPD def2/J DEFGRID3
* xyz 0 1
C 2.227 -4.306 1.438
Br 3.037 -5.958 1.700
Br 0.831 -4.244 0.121
Br 3.599 -2.955 0.994
H 1.784 -3.993 2.380
C -4.871 -0.401 -4.007
Br -4.341 -2.233 -4.538
Br -6.763 -0.127 -4.187
Br -3.841 0.887 -5.030
H -4.503 -0.369 -3.005
C 0.106 4.157 -3.054
Br -1.689 3.627 -2.774
Br 1.093 4.240 -1.427
Br 0.336 5.788 -4.037
H 0.549 3.401 -3.670
C 5.431 -2.136 -3.323
Br 6.516 -2.917 -4.699
Br 6.377 -1.882 -1.612
Br 3.733 -3.045 -3.005
H 5.216 -1.149 -3.559
C -4.116 -2.031 2.211
C -2.913 -2.730 1.728
O -2.896 -2.510 0.324
C -4.119 -2.087 -0.032
O -4.495 -1.961 -1.147
O -4.904 -1.829 1.013
F -3.173 -4.087 1.901
H -3.848 -1.049 2.615
H -4.728 -2.530 2.930
H -1.985 -2.468 2.180
C -2.423 -5.131 -3.781
C -2.100 -4.712 -2.369
O -0.993 -3.880 -2.455
C -0.538 -3.945 -3.752
O 0.339 -3.309 -4.190
O -1.287 -4.845 -4.482
F -1.734 -5.763 -1.679
H -3.328 -4.643 -4.018
H -2.708 -6.134 -3.730
H -2.859 -4.117 -1.926
C -2.618 2.607 0.593
C -3.199 1.330 -0.027
O -3.057 0.419 1.056
C -2.150 0.869 1.921
O -1.614 0.212 2.748
O -1.914 2.168 1.763
F -2.501 0.758 -1.078
H -3.445 3.262 0.870
H -1.826 3.135 0.037
H -4.258 1.305 -0.357
C 0.292 -0.513 -1.268
C 1.661 -0.210 -1.844
O 2.339 0.327 -0.669
C 1.384 0.697 0.167
O 1.541 1.317 1.221
O 0.162 0.346 -0.130
F 1.569 0.764 -2.845
H 0.111 -1.574 -1.000
H -0.453 -0.242 -2.016
H 2.247 -0.995 -2.296
C 4.391 2.823 3.849
C 5.018 2.594 2.467
O 5.100 1.299 2.274
C 5.050 0.629 3.487
O 5.209 -0.541 3.645
O 4.742 1.551 4.432
F 6.292 3.112 2.472
H 3.324 2.873 3.738
H 4.868 3.695 4.290
H 4.517 3.246 1.726
C 0.622 4.176 2.561
C 0.292 4.000 4.018
O 0.407 5.262 4.529
C 1.359 5.907 3.819
O 1.884 6.919 4.104
O 1.576 5.222 2.669
F 1.138 3.150 4.707
H -0.350 4.554 2.211
H 0.935 3.324 1.966
H -0.665 3.602 4.145
*
```

Computed, not measured: C22H22BrCl3N3O3Pr as an isolated structure in a non-equilibrium geometry, with the ωB97M-V functional and the def2-TZVPD basis.

Results
Lowest unoccupied orbital energy (spin up / spin down) (eV): -6.870 / -6.855
<S²>: 2.00
Highest occupied orbital energy (spin up / spin down) (eV): -13.9 / -13.9
Relative energy (zero: lowest compared OMol25 entry of this formula, charge and spin) (kcal/mol): 0.00

```
! RIJCOSX wB97M-V def2-TZVPD def2/J DEFGRID3
* xyz 2 3
Pr -0.771 -0.960 -0.764
Cl 1.255 2.184 5.602
C 0.415 1.577 4.226
C 1.000 0.587 3.453
C 0.302 0.151 2.347
Cl 0.996 -1.150 1.362
C -0.940 0.640 1.954
O -1.535 0.206 0.837
C -1.510 1.594 2.797
Cl -3.087 2.190 2.412
C -0.845 2.071 3.913
H 1.961 0.168 3.715
H -1.308 2.820 4.540
N -5.005 -1.676 -1.851
C -4.053 -1.177 -1.068
N -4.335 -0.196 -0.213
O -2.864 -1.638 -1.154
H -5.959 -1.359 -1.812
H -4.780 -2.444 -2.460
H -5.276 0.132 -0.079
H -3.614 0.128 0.423
C 4.126 2.554 1.648
C 2.913 2.314 0.806
C 2.913 1.296 -0.156
C 1.819 1.047 -0.952
C 1.962 0.004 -2.043
C 0.661 1.870 -0.782
C -0.522 1.683 -1.541
O -0.777 0.650 -2.223
C 0.676 2.956 0.145
C -0.479 3.912 0.281
C 1.792 3.133 0.934
H 4.647 1.624 1.871
H 3.874 3.059 2.578
H 4.825 3.193 1.102
H 3.808 0.699 -0.284
H 1.411 -0.934 -1.897
H 3.005 -0.295 -2.119
H 1.644 0.404 -3.005
H -1.286 2.461 -1.516
H -1.403 3.409 0.566
H -0.663 4.447 -0.652
H -0.257 4.655 1.043
H 1.807 3.940 1.656
Br 0.734 -7.487 -3.126
C 0.472 -5.752 -2.513
C 1.192 -5.276 -1.424
C 0.963 -3.981 -1.010
N 0.070 -3.164 -1.592
C -0.615 -3.644 -2.643
C -0.445 -4.918 -3.141
H 1.916 -5.895 -0.915
H 1.519 -3.583 -0.169
H -1.332 -2.977 -3.111
H -1.015 -5.255 -3.994
*
```

Computed, not measured: a 9-piece molecular cluster, C22H22Cl32N2O3 overall in a non-equilibrium geometry, with the ωB97M-V functional and the def2-TZVPD basis.

Results
Lowest unoccupied orbital energy (eV): -0.266
Highest occupied orbital energy (eV): -8.3

```
! RIJCOSX wB97M-V def2-TZVPD def2/J DEFGRID3
* xyz 0 1
C -5.999 -0.370 3.216
C -4.422 -0.929 3.166
C -3.767 -0.854 1.652
N -2.833 0.310 1.423
C -1.814 0.003 0.305
C -0.620 -1.019 0.766
C 0.506 -0.995 -0.471
N 1.784 -0.240 -0.065
C -3.582 1.531 0.847
O -4.462 1.469 -0.156
O -3.338 2.901 1.410
O -3.574 -0.393 4.233
C -3.766 1.036 4.477
C -2.247 1.646 4.828
C -0.923 0.913 4.170
C 0.638 1.400 4.371
C 0.908 2.732 5.287
C -0.397 3.464 5.967
C -1.976 2.970 5.762
H -6.432 -0.346 4.314
H -6.687 -1.011 2.481
H -6.005 0.739 2.795
H -4.532 -2.097 3.394
H -4.654 -0.926 0.857
H -3.166 -1.876 1.514
H -2.357 -0.357 -0.669
H -1.305 1.059 0.081
H -0.027 -0.701 1.723
H -1.079 -2.115 0.847
H 0.859 -2.119 -0.636
H 0.073 -0.531 -1.460
H 1.988 -0.372 0.956
H 2.619 -0.633 -0.558
H -2.577 3.344 0.933
H -4.143 1.668 3.569
H -4.427 1.214 5.435
H -1.102 -0.024 3.492
H 1.493 0.788 3.806
H 2.024 3.084 5.407
H -0.196 4.409 6.629
H -2.893 3.543 6.244
C 3.330 -4.060 -0.079
Cl 4.449 -5.438 0.072
Cl 2.568 -3.737 1.499
Cl 4.232 -2.617 -0.609
Cl 2.070 -4.446 -1.279
C -1.764 6.339 1.879
Cl -0.980 5.045 2.821
Cl -3.369 6.687 2.570
Cl -0.759 7.809 1.939
Cl -1.947 5.813 0.186
C 2.182 -0.635 -4.139
Cl 2.967 -0.528 -5.735
Cl 1.856 1.007 -3.527
Cl 0.648 -1.528 -4.290
Cl 3.257 -1.489 -3.004
C 0.610 6.791 -3.209
Cl 0.473 7.743 -1.708
Cl 0.732 7.894 -4.602
Cl 2.067 5.768 -3.132
Cl -0.831 5.760 -3.392
C 4.495 -8.863 -2.546
Cl 3.844 -7.229 -2.259
Cl 3.200 -10.066 -2.323
Cl 5.122 -8.968 -4.211
Cl 5.813 -9.188 -1.393
C 2.902 -4.664 -7.462
Cl 1.836 -3.861 -6.281
Cl 4.182 -5.553 -6.598
Cl 1.948 -5.803 -8.445
Cl 3.641 -3.439 -8.523
C 4.638 -11.390 -7.299
Cl 6.349 -11.748 -7.646
Cl 3.598 -12.433 -8.302
Cl 4.304 -11.699 -5.576
Cl 4.301 -9.681 -7.673
C 0.090 12.019 2.386
Cl -0.366 13.132 1.072
Cl -1.246 11.908 3.560
Cl 0.421 10.404 1.709
Cl 1.550 12.630 3.204
*
```

Computed, not measured: C22H22Cl5N3O3PSZr as an isolated structure, with the ωB97M-V functional and the def2-TZVPD basis.

Results
Lowest unoccupied orbital energy (eV): -10.167
Highest occupied orbital energy (eV): -16.9
Relative energy (zero: lowest compared OMol25 entry of this formula, charge and spin) (kcal/mol): 4.36

```
! RIJCOSX wB97M-V def2-TZVPD def2/J DEFGRID3
* xyz 3 1
Zr -0.749 -0.383 -0.380
N -1.273 3.824 -0.628
C -0.203 3.958 0.264
C 0.326 5.065 0.913
C 1.402 4.823 1.743
C 1.931 3.533 1.914
C 1.402 2.438 1.259
C 0.314 2.675 0.425
N -0.446 1.798 -0.370
C -1.381 2.546 -0.969
C -2.334 1.906 -1.862
C -3.352 2.408 -2.600
S -4.113 1.155 -3.476
C -3.070 0.022 -2.794
N -2.170 0.531 -1.975
H -1.859 4.578 -0.960
H -0.077 6.059 0.780
H 1.855 5.649 2.274
H 2.778 3.400 2.572
H 1.832 1.451 1.386
H -3.689 3.430 -2.687
H -3.137 -1.034 -3.015
Cl -1.964 0.511 2.053
C -2.950 -0.863 1.509
C -2.509 -1.445 0.339
C -3.204 -2.550 -0.128
Cl -2.618 -3.296 -1.580
C -4.303 -3.055 0.554
Cl -5.126 -4.427 -0.024
C -4.720 -2.425 1.746
Cl -6.043 -3.032 2.606
C -4.030 -1.304 2.247
Cl -4.490 -0.536 3.693
C 5.066 -0.959 0.520
C 4.261 -1.663 -0.531
O 2.814 -1.271 -0.365
P 1.673 -2.333 -0.291
O 0.634 -1.556 0.829
C 0.552 -2.192 2.208
C 1.908 -2.224 2.851
O 0.570 -1.634 -1.481
C 1.093 -1.609 -2.891
C 1.373 -0.189 -3.296
H 6.116 -1.220 0.380
H 4.777 -1.271 1.522
H 4.976 0.122 0.426
H 4.317 -2.749 -0.455
H 4.514 -1.352 -1.542
H 0.117 -3.175 2.043
H -0.152 -1.558 2.739
H 2.604 -2.881 2.326
H 1.790 -2.638 3.855
H 2.333 -1.227 2.947
H 0.323 -2.099 -3.481
H 1.981 -2.241 -2.888
H 0.461 0.415 -3.279
H 1.743 -0.171 -4.321
H 2.126 0.266 -2.653
*
```

Calculated values (u) of molar mass for the records, taken in order: 915.61 678.42 1647.24 703.61 1496.92 707.97.